Entry w
{"formula": "C3H5N4O", "method": "the ωB97M-V functional and the def2-TZVPD basis", "elements": ["O", "C", "C", "N", "C", "N", "N", "N", "H", "H", "H", "H", "H"], "coordinates": [[-1.921, -0.898, 0.554], [-1.734, -0.671, -0.613], [-0.407, -0.064, -1.074], [0.445, 0.204, 0.077], [0.764, 1.358, 0.624], [1.588, 1.146, 1.650], [1.733, -0.140, 1.783], [1.055, -0.709, 0.842], [-2.435, -0.932, -1.412], [-0.557, 0.868, -1.602], [0.109, -0.738, -1.751], [0.398, 2.283, 0.229], [0.963, -1.706, 0.694]], "spin_multiplicity": 1, "e_homo_ev": -15.37, "homo_lumo_gap_ev": 10.3, "smiles": "O=CCn1cnn[nH+]1", "total_charge": 1}

Entry x
{"formula": "C3H5N4O", "method": "the ωB97M-V functional and the def2-TZVPD basis", "elements": ["C", "C", "C", "N", "N", "N", "N", "O", "H", "H", "H", "H", "H"], "coordinates": [[-0.649, -1.273, 0.084], [-1.322, 0.025, 0.099], [-0.073, 0.862, -0.245], [0.994, -0.125, -0.231], [-0.437, -2.427, 0.128], [2.156, 0.003, -0.112], [3.249, -0.101, -0.008], [0.122, 1.869, 0.529], [-1.507, 0.302, 1.093], [-2.163, 0.035, -0.447], [-0.256, 1.217, -1.329], [0.211, -3.090, 0.070], [-0.324, 2.702, 0.368]], "spin_multiplicity": 1, "e_homo_ev": -14.60, "homo_lumo_gap_ev": 10.1, "total_charge": 1}

Most stable: entry w (next structure +48.7 kcal/mol)

Entry w
{"formula": "C3H5N4O", "method": "the ωB97M-V functional and the def2-TZVPD basis", "elements": ["C", "C", "C", "N", "N", "N", "N", "O", "H", "H", "H", "H", "H"], "coordinates": [[-1.020, -0.398, -1.419], [-0.402, 0.385, -0.428], [0.097, 1.658, -0.478], [-1.624, -1.406, -0.892], [-0.429, -0.286, 0.763], [0.163, 2.835, -0.400], [1.148, -1.160, 1.288], [-1.243, -1.316, 0.519], [-1.194, -0.068, -2.396], [0.620, 3.741, -0.355], [1.130, -1.658, 0.438], [1.970, -0.503, 1.460], [0.785, -1.825, 1.899]], "spin_multiplicity": 1, "e_homo_ev": [-13.19, -13.19], "homo_lumo_gap_ev": [8.1, 8.1], "total_charge": 1}

Entry x
{"formula": "C3H5N4O", "method": "the ωB97M-V functional and the def2-TZVPD basis", "elements": ["C", "C", "C", "N", "N", "N", "N", "O", "H", "H", "H", "H", "H"], "coordinates": [[1.825, -0.193, 0.739], [0.442, -0.307, 0.902], [-0.395, -1.339, 0.577], [2.153, 0.955, 1.264], [0.045, 0.757, 1.631], [-1.139, -2.115, 0.122], [-1.118, 0.936, -1.835], [1.100, 1.521, 1.753], [2.727, -0.643, 0.400], [-1.688, -2.926, -0.055], [-0.978, 1.333, -0.878], [-0.878, 1.452, -2.658], [-2.097, 0.569, -1.961]], "spin_multiplicity": 1, "e_homo_ev": -13.45, "homo_lumo_gap_ev": 7.2, "total_charge": 1}

Most stable: entry x (next structure +25.6 kcal/mol)

Entry w
{"formula": "C3H6N2", "method": "the ωB97M-V functional and the def2-TZVPD basis", "elements": ["C", "C", "N", "C", "N", "H", "H", "H", "H", "H", "H"], "coordinates": [[1.764, -0.756, 0.069], [0.367, -0.261, -0.173], [-0.623, -0.347, 0.624], [-3.039, 2.425, -0.910], [-2.575, 1.473, -0.398], [2.478, 0.070, -0.016], [1.858, -1.203, 1.065], [2.051, -1.501, -0.682], [0.176, 0.235, -1.131], [-2.101, 0.688, 0.062], [-0.356, -0.823, 1.490]], "spin_multiplicity": 1, "e_homo_ev": -10.77, "homo_lumo_gap_ev": 11.6}

Entry x
{"formula": "C3H6N2", "method": "the ωB97M-V functional and the def2-TZVPD basis", "elements": ["C", "C", "N", "C", "N", "H", "H", "H", "H", "H", "H"], "coordinates": [[1.267, -0.104, 0.126], [-0.157, 0.000, -0.429], [-0.944, -1.059, 0.184], [-0.715, 1.357, -0.182], [-1.179, 2.393, 0.051], [1.879, 0.780, -0.076], [1.202, -0.238, 1.207], [1.749, -0.991, -0.294], [-0.162, -0.151, -1.515], [-1.861, -1.144, -0.240], [-1.078, -0.844, 1.169]], "spin_multiplicity": 1, "e_homo_ev": -10.39, "homo_lumo_gap_ev": 11.3, "smiles": "C[C@@H](N)C#N"}

Entry y
{"formula": "C3H6N2", "method": "the ωB97M-V functional and the def2-TZVPD basis", "elements": ["H", "N", "C", "C", "C", "N", "H", "H", "H", "H", "H"], "coordinates": [[2.020, 0.246, -0.834], [1.866, 0.739, 0.043], [0.579, 1.095, 0.182], [-0.336, 0.012, 0.056], [0.407, -1.163, -0.035], [-1.682, 0.123, -0.244], [0.317, 2.030, 0.683], [0.020, -2.026, -0.577], [1.153, -1.436, 0.700], [-2.257, -0.648, 0.073], [-2.089, 1.028, -0.047]], "spin_multiplicity": 1, "e_homo_ev": -8.34, "homo_lumo_gap_ev": 8.4, "smiles": "[H]/N=C\\C(=C)N"}

Entry z
{"formula": "C3H6N2", "method": "the ωB97M-V functional and the def2-TZVPD basis", "elements": ["C", "C", "N", "C", "N", "H", "H", "H", "H", "H", "H"], "coordinates": [[-1.216, -0.654, 0.060], [-0.033, 0.332, 0.183], [0.283, 1.019, -0.980], [1.400, -0.557, 0.828], [2.381, -0.987, 1.205], [-1.246, -1.248, -0.807], [-2.157, -0.024, -0.120], [-1.027, -1.397, 0.852], [-0.217, 1.038, 1.083], [0.952, 0.616, -1.722], [0.880, 1.861, -0.582]], "spin_multiplicity": 1, "e_homo_ev": -10.54, "homo_lumo_gap_ev": 11.2, "smiles": "C[C@H](N)C#N"}

Most stable: entry x (next structure +26.4 kcal/mol)